Density functional theory data (ωB97M-V/def2-TZVPD) for a structure of composition C34H29NO4P2Pd in a non-equilibrium geometry.

Positions of all 71 atoms, in Å:
1 Pd -0.129 -0.836 -0.551
2 C 0.056 2.639 -1.314
3 C -0.695 1.489 -2.001
4 P -2.155 0.896 -0.975
5 C -3.615 1.596 -1.835
6 C -3.745 2.982 -1.880
7 C -4.930 3.565 -2.288
8 C -6.009 2.772 -2.645
9 C -5.883 1.394 -2.618
10 C -4.698 0.805 -2.209
11 C -2.217 -0.881 -1.478
12 C -1.641 -1.412 -2.649
13 C -1.720 -2.779 -2.898
14 C -2.330 -3.628 -1.989
15 C -2.858 -3.120 -0.809
16 C -2.798 -1.763 -0.548
17 C 1.175 2.129 -0.402
18 P 0.567 0.949 0.904
19 C 2.090 0.221 1.589
20 C 1.877 -0.941 2.333
21 C 2.943 -1.632 2.874
22 C 4.238 -1.191 2.645
23 C 4.458 -0.055 1.884
24 C 3.391 0.661 1.365
25 C 0.023 2.125 2.209
26 C -1.243 2.707 2.159
27 C -1.634 3.619 3.125
28 C -0.772 3.952 4.159
29 C 0.483 3.368 4.222
30 C 0.880 2.460 3.256
31 H -0.633 3.250 -0.723
32 H 0.500 3.286 -2.077
33 H -0.003 0.618 -2.071
34 H -1.014 1.767 -3.010
35 H -2.911 3.603 -1.581
36 H -5.023 4.641 -2.302
37 H -6.947 3.226 -2.933
38 H -6.718 0.769 -2.895
39 H -4.610 -0.272 -2.171
40 H -1.258 -0.755 -3.426
41 H -1.296 -3.171 -3.813
42 H -2.375 -4.686 -2.192
43 H -3.292 -3.790 -0.082
44 H -3.205 -1.357 0.373
45 H 1.689 2.969 0.075
46 H 1.900 1.568 -1.007
47 H 0.859 -1.287 2.475
48 H 2.767 -2.523 3.455
49 H 5.073 -1.731 3.061
50 H 5.469 0.271 1.684
51 H 3.575 1.566 0.802
52 H -1.934 2.436 1.370
53 H -2.616 4.068 3.075
54 H -1.077 4.658 4.916
55 H 1.160 3.616 5.028
56 H 1.858 2.004 3.315
57 O 5.221 -4.952 1.221
58 C 5.512 -4.103 0.410
59 O 6.517 -3.635 -0.081
60 C 4.169 -3.355 -0.170
61 C 4.279 -2.195 -0.912
62 C 3.115 -1.531 -1.277
63 N 1.912 -1.960 -0.910
64 C 1.822 -3.090 -0.222
65 C 2.925 -3.847 0.151
66 C 0.419 -3.569 0.263
67 O 0.202 -4.764 0.257
68 O -0.329 -2.641 0.665
69 H 5.243 -1.809 -1.201
70 H 3.166 -0.624 -1.873
71 H 2.780 -4.763 0.700

Atomic forces in eV per Å
Pd 1.56 -1.64 0.92
C 0.09 -0.03 0.01
C -0.35 0.05 0.33
P -0.23 0.03 -0.82
C -0.10 0.01 0.24
C 0.15 -0.07 -0.01
C -0.02 0.13 -0.01
C 0.00 -0.03 -0.03
C -0.12 -0.03 -0.01
C 0.26 -0.05 0.02
C -0.36 0.15 0.28
C -0.49 -0.05 -0.32
C 0.16 0.25 -0.08
C -0.07 0.06 0.26
C -0.09 -0.15 -0.17
C -0.21 0.21 -0.20
C -0.19 -0.20 -0.02
P 1.77 0.58 0.00
C -0.36 -0.26 -0.05
C -0.14 0.24 0.08
C 0.03 -0.01 0.07
C -0.01 0.05 0.04
C 0.05 0.11 0.02
C -0.17 0.20 0.00
C -0.59 -0.42 -0.11
C -0.11 -0.03 -0.11
C -0.03 0.10 0.04
C 0.02 -0.02 -0.02
C 0.02 0.06 -0.01
C 0.18 -0.20 -0.12
H 0.02 0.08 -0.11
H -0.06 -0.01 0.13
H 0.00 0.42 -0.51
H 0.08 -0.24 0.06
H 0.01 0.15 0.06
H 0.01 0.09 -0.03
H -0.02 0.02 -0.04
H -0.06 -0.05 -0.04
H -0.07 -0.06 0.00
H 0.12 -0.07 0.20
H 0.01 -0.04 -0.02
H 0.03 -0.09 0.04
H -0.01 -0.02 0.05
H 0.11 -0.09 -0.02
H 0.00 -0.16 0.05
H -0.02 0.07 0.11
H 0.08 -0.16 0.03
H 0.01 -0.12 0.03
H 0.09 -0.13 -0.05
H 0.04 0.03 0.02
H 0.05 0.00 -0.10
H 0.01 -0.03 0.04
H -0.03 -0.01 -0.02
H -0.04 0.04 0.04
H 0.01 0.00 0.01
H 0.03 -0.03 0.05
O 0.10 -1.43 1.39
C -2.38 1.44 -1.25
O 1.86 0.41 -0.38
C 1.41 -0.82 0.66
C -0.94 0.40 -0.44
C 0.93 0.29 -0.17
N -1.33 0.87 0.41
C -0.70 -1.33 0.67
C -0.77 0.58 -0.53
C 2.82 -1.06 -1.29
O -0.50 0.11 0.27
O -1.80 2.10 0.32
H 0.18 -0.08 0.02
H -0.13 0.01 0.08
H 0.17 -0.05 0.09

frontier orbital gap (spin up / spin down)	6.83 / 3.88	eV
electronic energy	-67464.004	eV
spin multiplicity	3
molar mass	684.0	g/mol

---

Density functional theory data (ωB97M-V/def2-TZVPD) for a cluster of 3 separate species, C34H29NO5 in total in a non-equilibrium geometry.

Positions of all 69 atoms, in Å:
1 O 3.045 -1.931 4.251
2 C 2.757 -0.963 3.557
3 C 2.680 -1.093 2.088
4 C 2.917 -2.336 1.487
5 C 2.806 -2.475 0.103
6 C 2.459 -1.378 -0.684
7 C 2.240 -0.134 -0.090
8 C 2.357 0.010 1.298
9 C 2.141 1.334 1.916
10 O 1.911 2.314 1.217
11 C 2.198 1.459 3.386
12 C 1.959 2.703 3.985
13 C 1.978 2.824 5.375
14 C 2.235 1.707 6.169
15 C 2.488 0.469 5.574
16 C 2.475 0.346 4.178
17 H 3.183 -3.199 2.096
18 H 2.986 -3.443 -0.361
19 H 2.360 -1.489 -1.761
20 H 1.974 0.720 -0.711
21 H 1.753 3.579 3.371
22 H 1.788 3.790 5.838
23 H 2.240 1.799 7.253
24 H 2.690 -0.398 6.201
25 O 1.662 -5.167 -2.458
26 C 0.757 -5.711 -3.080
27 C 0.394 -5.244 -4.434
28 C 1.104 -4.187 -5.016
29 C 0.794 -3.767 -6.311
30 C -0.222 -4.400 -7.026
31 C -0.943 -5.443 -6.440
32 C -0.638 -5.862 -5.139
33 C -1.417 -6.953 -4.521
34 O -2.359 -7.458 -5.120
35 C -1.042 -7.432 -3.176
36 C -1.751 -8.492 -2.596
37 C -1.382 -8.974 -1.339
38 C -0.306 -8.402 -0.660
39 C 0.393 -7.336 -1.231
40 C 0.021 -6.847 -2.490
41 H 1.903 -3.691 -4.467
42 H 1.349 -2.948 -6.764
43 H -0.456 -4.082 -8.039
44 H -1.738 -5.929 -7.002
45 H -2.589 -8.946 -3.122
46 H -1.932 -9.799 -0.891
47 H -0.013 -8.784 0.315
48 H 1.230 -6.893 -0.693
49 C -0.811 4.996 1.055
50 C -0.412 6.077 2.000
51 C -0.036 7.577 1.364
52 N -1.196 8.540 1.492
53 C -2.308 8.261 0.505
54 C -3.745 8.176 1.353
55 O -4.867 7.680 0.515
56 C -5.431 6.433 1.056
57 H -0.742 5.250 -0.099
58 H -1.212 3.968 1.448
59 H -0.360 5.966 3.174
60 H 0.837 7.983 2.070
61 H 0.435 7.508 0.291
62 H -1.534 8.554 2.485
63 H -2.187 7.280 -0.119
64 H -2.433 9.219 -0.196
65 H -4.045 9.283 1.683
66 H -3.587 7.578 2.346
67 H -6.399 6.658 1.715
68 H -4.674 5.805 1.691
69 H -5.736 5.737 0.136

Atomic forces in eV per Å
O -0.17 0.57 -0.38
C 0.35 -1.18 0.76
C 0.04 -0.36 -0.50
C -0.05 0.01 -0.32
C 0.02 0.07 0.32
C -0.03 0.30 0.27
C 0.05 -0.29 -0.18
C 0.00 -0.37 -0.48
C -0.29 1.18 -0.93
O 0.13 -0.60 0.46
C -0.05 0.38 0.55
C -0.01 0.03 0.32
C 0.01 -0.16 -0.35
C 0.06 -0.30 -0.27
C -0.06 0.31 0.16
C -0.09 0.39 0.56
H -0.09 0.32 0.00
H -0.07 0.17 0.07
H 0.02 0.02 0.20
H 0.08 -0.10 0.31
H 0.05 -0.31 -0.03
H 0.04 -0.17 -0.10
H 0.01 -0.04 -0.21
H -0.01 0.12 -0.32
O -0.45 -0.25 -0.30
C 1.01 0.61 0.69
C 0.11 0.40 -0.48
C -0.08 0.08 -0.30
C 0.01 -0.18 0.32
C -0.13 -0.26 0.26
C 0.16 0.25 -0.16
C 0.15 0.38 -0.49
C -1.19 -0.65 -0.76
O 0.61 0.32 0.39
C -0.11 -0.42 0.49
C 0.10 -0.11 0.28
C -0.01 0.20 -0.32
C 0.13 0.30 -0.24
C -0.17 -0.26 0.15
C -0.06 -0.44 0.50
H -0.21 -0.25 -0.01
H -0.09 -0.16 0.10
H 0.03 -0.07 0.20
H 0.16 0.02 0.29
H 0.25 0.23 -0.01
H 0.10 0.16 -0.10
H -0.04 0.10 -0.19
H -0.20 0.01 -0.27
C 0.98 3.28 2.87
C -0.81 -2.10 -3.68
C 1.09 -0.93 2.10
N 0.22 -1.32 -0.73
C -1.88 0.79 0.43
C 0.29 1.28 -0.05
O 1.29 -1.27 2.20
C -0.79 -0.93 -0.34
H -0.25 -0.79 2.66
H 1.00 2.13 -1.00
H -0.33 0.11 -2.64
H -1.84 -0.71 -1.59
H -1.40 0.11 2.01
H 0.38 -0.23 -1.44
H -0.08 1.86 1.26
H 0.41 -2.32 1.22
H 0.73 -2.29 -0.71
H -0.37 0.74 -1.97
H 2.09 -0.46 -1.41
H -1.25 1.37 -1.14
H 0.53 1.67 1.98

frontier orbital gap	7.47	eV
SMILES	O=C1c2ccccc2C(=O)c2ccccc21.O=C1c2ccccc2C(=O)c2ccccc21.C=CCNCCOC
electronic energy	-47452.178	eV
molar mass	531.6	g/mol

---

Density functional theory data (ωB97M-V/def2-TZVPD) for a structure of composition C34H30AlN5O4PS2Se2.

Positions of all 79 atoms, in Å:
1 Al -0.010 -0.103 0.415
2 S 0.303 -0.025 2.673
3 C 2.041 0.135 2.637
4 N 2.698 0.200 3.742
5 N 4.025 0.518 3.746
6 C 4.742 1.465 3.010
7 C 6.135 1.422 3.086
8 C 6.909 2.380 2.447
9 C 6.312 3.403 1.726
10 C 4.923 3.457 1.664
11 C 4.140 2.504 2.294
12 N 2.776 0.127 1.429
13 N 2.147 -0.128 0.398
14 C 2.961 -0.198 -0.789
15 C 2.397 -0.789 -1.910
16 C 3.127 -0.854 -3.088
17 C 4.420 -0.361 -3.133
18 C 4.982 0.224 -1.999
19 C 4.255 0.321 -0.829
20 H 4.500 0.118 4.532
21 H 6.609 0.622 3.645
22 H 7.989 2.317 2.511
23 H 6.915 4.146 1.219
24 H 4.434 4.251 1.113
25 H 3.061 2.574 2.231
26 H 1.401 -1.204 -1.852
27 H 2.665 -1.277 -3.971
28 H 4.993 -0.422 -4.051
29 H 5.990 0.620 -2.034
30 H 4.664 0.816 0.041
31 Se -0.853 -0.007 -3.303
32 P -0.151 1.888 -2.651
33 Se 0.379 2.185 -0.537
34 C -1.429 3.141 -3.011
35 C -2.125 3.779 -1.995
36 C -3.172 4.642 -2.309
37 C -3.515 4.872 -3.630
38 C -2.816 4.233 -4.650
39 C -1.784 3.362 -4.343
40 C 1.310 2.421 -3.640
41 C 2.316 3.221 -3.104
42 C 3.449 3.523 -3.849
43 C 3.588 3.034 -5.140
44 C 2.580 2.253 -5.689
45 C 1.452 1.943 -4.942
46 H -1.880 3.576 -0.958
47 H -3.724 5.118 -1.509
48 H -4.335 5.537 -3.871
49 H -3.087 4.402 -5.686
50 H -1.268 2.834 -5.136
51 H 2.220 3.597 -2.094
52 H 4.230 4.133 -3.411
53 H 4.483 3.252 -5.711
54 H 2.679 1.866 -6.697
55 H 0.685 1.299 -5.356
56 C -6.109 -1.605 5.299
57 C -5.375 -1.006 4.124
58 C -4.050 -0.593 4.240
59 C -3.376 -0.044 3.159
60 C -4.028 0.087 1.939
61 C -5.351 -0.308 1.807
62 C -6.017 -0.847 2.900
63 S -3.162 0.788 0.546
64 O -4.105 0.724 -0.544
65 O -2.680 2.075 0.974
66 N -1.931 -0.192 0.289
67 C -2.355 -1.509 -0.227
68 C -1.129 -2.357 -0.521
69 O -1.222 -3.492 -0.925
70 O 0.018 -1.746 -0.280
71 H -5.489 -1.592 6.195
72 H -6.390 -2.641 5.097
73 H -7.026 -1.051 5.510
74 H -3.534 -0.701 5.188
75 H -2.352 0.296 3.260
76 H -5.837 -0.191 0.847
77 H -7.054 -1.150 2.799
78 H -2.935 -1.416 -1.144
79 H -2.958 -2.067 0.498

Atomic forces in eV per Å
Al -0.62 0.27 -0.06
S 0.14 0.02 -0.26
C -0.07 0.00 0.24
N -0.11 0.34 0.04
N 0.29 -0.29 -0.39
C -0.20 0.04 0.17
C 0.07 -0.02 -0.02
C -0.03 -0.02 0.02
C -0.03 0.00 -0.02
C 0.00 -0.05 -0.02
C -0.03 0.00 0.00
N 0.30 -0.14 0.11
N 0.12 0.07 -0.18
C -0.07 -0.11 -0.09
C -0.04 -0.03 0.10
C 0.01 0.03 -0.02
C 0.02 0.02 0.02
C 0.02 0.00 -0.07
C -0.10 0.08 0.11
H -0.04 0.09 0.15
H -0.01 0.02 -0.04
H -0.02 0.00 0.00
H -0.02 -0.02 0.02
H 0.01 -0.03 0.02
H 0.02 -0.01 0.00
H 0.04 0.04 -0.07
H 0.02 -0.03 0.04
H -0.02 0.03 0.02
H -0.04 0.01 -0.01
H 0.03 -0.03 0.04
Se 0.06 0.07 0.04
P -0.11 0.01 -0.17
Se 0.12 -0.15 0.05
C 0.00 0.02 -0.01
C -0.09 0.04 0.03
C 0.05 -0.03 0.01
C 0.04 -0.02 -0.01
C 0.02 -0.01 0.02
C -0.02 0.07 0.05
C 0.10 -0.17 0.03
C -0.07 0.03 -0.04
C -0.04 0.00 0.01
C -0.01 -0.01 0.01
C -0.03 0.01 0.03
C 0.01 0.01 -0.03
H -0.06 0.02 -0.08
H 0.00 -0.01 -0.01
H 0.01 0.01 -0.01
H 0.00 -0.01 0.01
H 0.01 0.02 0.00
H 0.03 -0.05 0.04
H -0.02 -0.02 0.00
H -0.04 0.01 0.01
H -0.01 0.00 0.03
H 0.03 -0.04 0.05
C 0.05 0.04 -0.07
C -0.02 0.01 0.09
C 0.04 0.01 -0.03
C -0.08 0.03 -0.04
C -0.03 -0.03 0.09
C 0.05 -0.04 0.01
C -0.01 0.00 -0.02
S 0.00 -0.03 -0.01
O -0.03 0.12 -0.02
O 0.17 0.02 0.01
N -0.09 -0.41 0.00
C 0.19 0.15 0.08
C 0.12 0.19 0.03
O 0.02 0.02 -0.01
O 0.03 -0.22 -0.02
H -0.01 -0.01 -0.01
H 0.01 0.01 0.00
H 0.01 -0.01 0.00
H -0.03 0.00 -0.03
H -0.02 -0.04 0.01
H 0.01 -0.01 0.04
H 0.03 -0.01 -0.01
H 0.01 0.03 -0.06
H -0.05 0.04 0.04

frontier orbital gap	6.53	eV
charge	-1
electronic energy	-219641.881	eV
relative energy (zero: lowest compared OMol25 entry of this formula, charge and spin)	0.00	kcal/mol
molar mass	852.7	g/mol